No. 1
The following is a DFT calculation (the ωB97M-V functional and the def2-TZVPD basis) of one molecule with the formula C18H21ClFNO2.

* energy relative to the best compared isomer or geometry (same formula, charge and spin): 0.0 kcal per mole
* electronic energy: -1463.776625 hartree
* structure (SMILES): CN(Cc1cccc(F)c1)C[C@@H](O)COCc1ccccc1Cl
* HOMO: -8.57 eV
* orbital gap: 9.260 eV

XYZ file:
```
44
C18H21ClFNO2 | OMol25 | the ωB97M-V functional and the def2-TZVPD basis
C 0.433 0.804 -2.195
N 1.387 0.911 -1.114
C 0.802 0.855 0.204
H 1.574 1.139 0.925
C 0.232 -0.506 0.653
O 1.298 -1.346 1.032
H 0.914 -2.087 1.519
C -0.734 -0.329 1.828
O -1.150 -1.622 2.223
C -2.019 -1.621 3.330
C -3.408 -1.125 3.005
C -3.914 -1.272 1.719
C -5.181 -0.826 1.392
C -5.971 -0.227 2.358
C -5.493 -0.080 3.648
C -4.220 -0.527 3.963
Cl -3.656 -0.337 5.591
H -6.100 0.380 4.412
H -6.962 0.124 2.113
H -5.552 -0.948 0.386
H -3.289 -1.746 0.976
H -1.590 -1.023 4.147
H -2.074 -2.665 3.658
H -0.217 0.168 2.663
H -1.594 0.286 1.530
H -0.327 -0.971 -0.175
H 0.001 1.598 0.242
C 2.518 0.018 -1.299
C 3.416 0.502 -2.405
C 3.630 1.864 -2.573
C 4.469 2.294 -3.580
C 5.115 1.415 -4.430
C 4.900 0.060 -4.254
C 4.056 -0.393 -3.254
H 3.894 -1.453 -3.129
H 5.392 -0.648 -4.905
H 5.765 1.791 -5.204
F 4.669 3.623 -3.741
H 3.136 2.572 -1.928
H 2.201 -1.017 -1.504
H 3.087 0.000 -0.366
H -0.010 -0.199 -2.292
H 0.941 1.040 -3.129
H -0.367 1.526 -2.042
```



No. 2
The following is a DFT calculation (the ωB97M-V functional and the def2-TZVPD basis) of C24H36BCoN4O5Se2 as an isolated structure at a distorted geometry.

* energy relative to the best compared isomer or geometry (same formula, charge and spin): 14.3 kcal per mole
* multiplicity: 2
* electronic energy: -7741.884661 hartree
* ⟨S²⟩: 0.950
* HOMO (spin up / spin down): -3.04 / -1.25 eV
* orbital gap (spin up / spin down): 5.355 / 3.560 eV
* charge: -1

XYZ file:
```
73
C24H36BCoN4O5Se2 | OMol25 | the ωB97M-V functional and the def2-TZVPD basis
Co -0.757 1.700 1.245
O 2.912 -2.147 2.828
C 1.890 -2.989 2.570
C 2.058 -4.335 2.862
C 1.035 -5.249 2.639
C -0.180 -4.813 2.125
C -0.351 -3.474 1.813
C 0.672 -2.531 2.006
C 0.498 -1.146 1.644
O -0.635 -0.803 0.903
N 1.315 -0.221 2.079
N 1.058 1.065 1.837
C 2.073 1.878 2.156
C 2.095 3.308 2.116
C 3.327 3.927 2.408
C 3.509 5.295 2.385
C 2.424 6.108 2.056
C 1.196 5.542 1.769
C 0.963 4.147 1.801
O -0.219 3.689 1.543
H 2.574 -1.229 2.652
H 3.009 -4.644 3.275
H 1.186 -6.295 2.878
H -0.992 -5.512 1.966
H -1.305 -3.140 1.421
H 2.991 1.392 2.485
H 4.164 3.283 2.658
H 4.475 5.726 2.618
H 2.539 7.186 2.028
H 0.340 6.164 1.527
C 2.426 0.319 -1.434
Se 1.040 1.274 -2.403
C 1.113 2.888 -1.309
C -0.103 3.770 -1.492
Se -1.759 3.023 -0.776
C -2.407 2.113 -2.380
H 2.168 0.303 -0.377
H 3.390 0.799 -1.583
H 2.452 -0.700 -1.812
H 2.025 3.439 -1.542
H 1.155 2.544 -0.278
H -0.293 4.036 -2.534
H 0.045 4.685 -0.916
H -2.229 2.735 -3.255
H -3.480 1.967 -2.266
H -1.914 1.150 -2.496
C -2.948 -3.441 -1.614
C -2.034 -2.290 -2.019
C -2.606 -1.601 -3.247
O -2.057 -1.349 -0.930
B -0.826 -1.384 -0.318
O 0.112 -2.109 -0.997
C -0.507 -2.703 -2.149
C 0.184 -2.145 -3.385
C -0.249 -4.202 -2.065
H -3.956 -3.051 -1.470
H -2.623 -3.890 -0.677
H -2.982 -4.215 -2.381
H -3.614 -1.256 -3.014
H -2.664 -2.292 -4.090
H -2.012 -0.738 -3.541
H 0.113 -1.059 -3.424
H -0.243 -2.562 -4.298
H 1.239 -2.416 -3.347
H -0.622 -4.623 -1.133
H 0.827 -4.368 -2.093
H -0.702 -4.729 -2.907
N -3.756 2.218 1.971
N -2.675 1.226 2.011
H -3.987 2.303 0.983
H -3.275 3.096 2.161
H -3.023 0.391 1.543
H -2.606 0.959 2.989
```



No. 3
The following is a DFT calculation (the ωB97M-V functional and the def2-TZVPD basis) of C48H48N4O2SbW as an isolated structure.

* energy relative to the best compared isomer or geometry (same formula, charge and spin): 55.3 kcal per mole
* multiplicity: 3
* electronic energy: -2533.887407 hartree
* ⟨S²⟩: 2.041
* HOMO (spin up / spin down): -15.57 / -15.60 eV
* orbital gap (spin up / spin down): 6.408 / 5.811 eV
* charge: +3

XYZ file:
```
104
C48H48N4O2SbW | OMol25 | the ωB97M-V functional and the def2-TZVPD basis
W 0.505 0.336 0.034
C 0.215 0.469 3.296
C 0.296 1.975 3.176
C 1.437 2.412 2.305
C 2.161 3.582 2.692
C 3.010 4.382 1.925
C 3.124 4.337 0.560
C 2.283 3.421 -0.294
N 1.682 1.638 1.285
N -0.275 -0.276 2.090
C -1.755 -0.100 1.930
C -2.152 -0.971 0.770
C -3.305 -1.726 0.752
C -3.445 -2.721 -0.209
C -2.402 -2.945 -1.095
C -1.304 -2.113 -1.056
N -1.187 -1.116 -0.165
C 0.045 -1.721 2.367
C 1.399 -2.055 1.814
C 2.282 -2.862 2.498
C 3.474 -3.216 1.879
C 3.738 -2.734 0.605
C 2.835 -1.873 0.011
N 1.685 -1.519 0.612
H 1.208 0.078 3.521
H -0.446 0.197 4.122
H -0.624 2.417 2.776
H 0.409 2.386 4.179
H 2.022 3.875 3.725
H 3.569 5.143 2.457
H 3.817 5.012 0.073
H 2.629 3.473 -1.330
H -2.277 -0.410 2.837
H -1.967 0.954 1.750
H -4.059 -1.574 1.512
H -4.333 -3.337 -0.232
H -2.439 -3.746 -1.821
H -0.476 -2.249 -1.737
H -0.016 -1.893 3.441
H -0.695 -2.364 1.896
H 2.030 -3.233 3.482
H 4.186 -3.859 2.379
H 4.646 -3.001 0.083
H 3.026 -1.440 -0.961
C 4.025 1.658 0.408
C 2.563 1.982 0.179
O 2.055 1.046 -0.787
C 0.825 3.947 -0.251
C 0.719 5.338 -0.370
C -0.480 6.020 -0.305
C -1.660 5.316 -0.104
C -1.607 3.941 -0.024
C -0.393 3.262 -0.112
O -0.524 1.889 -0.151
H 4.130 0.585 0.565
H 4.426 2.177 1.275
H 4.605 1.945 -0.470
H 1.623 5.913 -0.530
H -0.493 7.096 -0.404
H -2.609 5.830 -0.036
H -2.513 3.354 0.069
C -2.978 -0.406 -3.345
C -2.143 -0.293 -4.590
C -2.777 -0.379 -5.829
C -2.065 -0.313 -7.014
C -0.686 -0.148 -6.990
C -0.036 -0.048 -5.773
C -0.761 -0.126 -4.582
Sb 0.497 0.284 -2.920
C 0.939 2.299 -3.429
C 2.229 2.682 -3.794
C 2.499 3.995 -4.153
C 1.474 4.929 -4.148
C 0.186 4.540 -3.819
C -0.113 3.224 -3.468
C -1.551 2.853 -3.227
C 2.204 -0.927 -3.343
C 3.477 -0.408 -3.077
C 4.618 -1.172 -3.259
C 4.495 -2.485 -3.691
C 3.238 -3.006 -3.949
C 2.074 -2.249 -3.799
C 0.776 -2.903 -4.203
H -3.922 0.126 -3.457
H -2.469 -0.003 -2.465
H -3.224 -1.452 -3.151
H -3.854 -0.498 -5.859
H -2.586 -0.382 -7.959
H -0.122 -0.086 -7.911
H 1.040 0.100 -5.761
H 3.034 1.961 -3.834
H 3.499 4.277 -4.454
H 1.671 5.955 -4.431
H -0.617 5.267 -3.850
H -2.133 3.731 -2.952
H -1.668 2.119 -2.426
H -1.988 2.436 -4.136
H 3.589 0.600 -2.704
H 5.593 -0.743 -3.070
H 5.374 -3.097 -3.840
H 3.149 -4.027 -4.300
H 0.834 -3.980 -4.056
H 0.569 -2.721 -5.259
H -0.091 -2.527 -3.661
```



No. 4
The following is a DFT calculation (the ωB97M-V functional and the def2-TZVPD basis) of a 8-piece molecular cluster, C17H30N10O5 overall at a distorted geometry.

* multiplicity: 2
* electronic energy: -1589.317403 hartree
* ⟨S²⟩: 0.767
* HOMO (spin up / spin down): -11.65 / -11.65 eV
* orbital gap (spin up / spin down): 8.524 / 4.767 eV
* charge: +1

XYZ file:
```
62
C17H30N10O5 | OMol25 | the ωB97M-V functional and the def2-TZVPD basis
C 1.330 -2.042 4.271
O 0.383 -2.524 4.850
N 1.952 -0.984 4.651
N 1.810 -2.483 3.145
H 2.645 -0.492 4.107
H 1.757 -0.682 5.595
H 2.572 -2.042 2.650
H 1.572 -3.436 2.913
C 0.236 0.213 0.613
O -0.940 0.016 0.280
N 1.183 0.240 -0.339
N 0.762 0.375 1.776
H 0.827 0.017 -1.258
H 2.167 0.347 -0.140
H 1.701 0.052 1.958
H 0.153 0.618 2.544
C 4.474 -0.088 2.712
O 3.627 -0.473 1.954
N 4.915 1.127 2.779
N 4.953 -0.779 3.752
H 4.494 1.836 2.196
H 5.628 1.345 3.460
H 4.700 -1.732 3.971
H 5.573 -0.277 4.371
C -3.487 -0.864 -3.655
C -3.076 -0.561 -2.343
C -3.994 -0.182 -1.356
C -5.336 -0.237 -1.642
C -5.782 -0.484 -2.897
C -4.879 -0.807 -3.903
O -5.325 -1.062 -5.160
O -3.619 0.061 -0.076
H -2.848 -1.214 -4.452
H -2.024 -0.505 -2.105
H -5.962 -0.096 -0.774
H -6.847 -0.530 -3.072
H -6.101 -1.581 -4.935
H -2.689 -0.061 0.132
C -0.252 1.608 -5.151
C 0.002 0.482 -4.159
N 0.133 -0.377 -3.411
H -0.838 2.431 -4.743
H -0.706 1.231 -6.068
H 0.733 1.948 -5.472
C 5.194 0.441 -1.146
C 4.862 -0.775 -1.973
N 4.660 -1.713 -2.590
H 4.332 1.102 -1.058
H 6.059 0.977 -1.537
H 5.379 0.373 -0.074
C -2.668 -1.356 3.463
C -2.156 0.015 3.493
N -1.706 1.050 3.476
H -3.668 -1.537 3.858
H -1.979 -1.895 4.113
H -2.676 -1.796 2.466
C -2.302 2.762 -1.630
C -0.991 3.312 -1.763
N 0.069 3.718 -1.933
H -2.241 1.713 -1.342
H -2.949 2.869 -2.501
H -2.798 3.389 -0.889
```